Below is a molecular structure, C24H24ClN8NaO4, with properties calculated with the ωB97M-V functional and the def2-TZVPD basis.

XYZ file:
```
62
Properties=species:S:1:pos:R:3
Na 0.34 0.41 -0.04
N 1.12 3.04 -3.42
C 1.04 1.88 -2.68
N -0.02 1.41 -2.16
C -1.21 2.16 -2.22
N -2.30 1.80 -1.61
N -2.27 0.59 -1.00
C -3.39 0.43 -0.28
C -3.81 -0.77 0.34
C -4.95 -0.72 1.20
C -5.39 -1.83 1.85
C -4.71 -3.05 1.66
C -3.62 -3.02 0.79
N -3.17 -1.96 0.14
C -1.19 3.45 -2.93
C -2.31 4.27 -3.05
C -2.24 5.50 -3.69
C -1.03 5.92 -4.24
C 0.09 5.11 -4.15
C 0.01 3.88 -3.51
H 2.03 3.47 -3.44
H 1.97 1.36 -2.52
H -4.04 1.29 -0.17
H -5.45 0.24 1.34
H -6.25 -1.77 2.51
H -5.01 -3.97 2.14
H -3.08 -3.95 0.61
H -3.23 3.93 -2.60
H -3.12 6.13 -3.76
H -0.96 6.88 -4.74
H 1.04 5.42 -4.57
N 0.95 -6.48 0.36
C 0.62 -5.47 0.80
C 0.18 -4.22 1.40
C -0.18 -4.18 2.74
C -0.59 -2.97 3.27
C -0.62 -1.87 2.42
N -0.27 -1.91 1.15
C 0.13 -3.06 0.63
H -0.14 -5.08 3.35
H -0.88 -2.88 4.30
H -0.94 -0.91 2.80
H 0.43 -3.06 -0.41
O 0.76 2.26 1.06
Cl 2.11 2.53 0.45
O 3.01 2.92 1.55
O 1.95 3.70 -0.45
O 2.34 -0.51 -0.63
C 3.65 -0.58 2.65
C 3.68 -1.07 1.21
C 4.80 -0.39 0.43
C 3.88 -2.58 1.18
N 2.34 -0.76 0.66
H 4.55 -0.89 3.20
H 2.78 -1.01 3.16
H 3.56 0.51 2.69
H 5.78 -0.69 0.82
H 4.72 0.70 0.51
H 4.74 -0.65 -0.62
H 4.84 -2.88 1.61
H 3.84 -2.94 0.15
H 3.08 -3.08 1.74
```

Results
Maximum force = 1.0 eV Å⁻¹
Net charge = -2
HOMO-LUMO gap (alpha / beta) = 4.55 / 3.71 eV
Energy relative to the best compared isomer or geometry (same formula, charge and spin) = 2.6 kcal/mol